No. 1
C16H31AsF3NSi2V | ωB97M-V/def2-TZVPD

Structure (XYZ):
```
55
C16H31AsF3NSi2V ωB97M-V/def2-TZVPD
N 1.67550 -0.68959 -1.12385
C -3.11494 -1.20377 -1.76912
H -2.98102 -0.45445 -0.98550
C -0.85484 1.09674 3.86456
H 3.86630 -2.64125 -3.57747
H -1.48393 -1.89260 4.26242
H -0.11552 -2.79316 3.59694
C -1.94969 -3.55686 0.80060
H -1.91991 -4.32486 1.57709
C 1.17914 -1.80527 -1.69740
H -1.49618 -0.04300 -4.46685
C 3.24585 -2.08951 -2.88302
H 1.27320 -2.76858 1.46653
H 0.16163 -0.33127 -3.94831
H -3.60654 -2.07170 -1.32791
C -0.86018 -0.18206 -3.58990
H -2.07564 -2.58683 1.28969
H -2.84340 -3.73502 0.20112
Si -1.46792 -1.64644 -2.57283
As -0.06967 -0.36113 2.84423
H -1.32037 -5.39008 -1.76812
H -0.84727 -3.43281 -4.22494
F -1.69578 1.82558 0.08677
C -0.20535 -2.07866 -1.26776
H 2.45810 -0.70038 2.64582
C 2.89866 -0.24735 -1.41701
F 0.02375 2.14396 -1.20062
C -1.77918 -3.06376 -3.79081
V 0.16472 -0.51571 0.20686
C -0.41482 -1.85287 4.05542
H -1.93377 0.96250 3.92363
H -0.87216 0.74311 -3.01552
F 0.27630 2.20626 0.96245
Si -0.38771 -3.62212 -0.25782
C 1.82274 -0.00995 3.20036
C 1.97433 -2.54166 -2.57702
H 2.03044 -0.10876 4.26616
H 0.12653 -1.71218 4.99082
H 4.70254 -0.52979 -2.53171
H -2.41220 -2.72679 -4.61475
H -0.64396 2.03035 3.34711
H 2.03083 -3.88705 0.34502
H -3.79689 -0.78410 -2.51191
H 2.03979 1.00842 2.87938
H 3.20633 0.67063 -0.92954
H 1.57425 -3.44162 -3.02357
H -0.33441 -6.10401 -0.49290
C -0.37180 1.49023 -0.06877
C -0.40355 -5.26561 -1.18984
H 0.43581 -5.34657 -1.88328
H -0.43355 1.11788 4.86947
C 3.72008 -0.91535 -2.30220
H -2.27952 -3.91073 -3.31699
H 1.00526 -4.49962 1.64169
C 1.11302 -3.69826 0.90716
```

Energy relative to the best compared isomer or geometry (same formula, charge and spin) in kcal/mol: 5.2
<S²>: 3.7666
Electronic energy in eV: -129020.3539
Spin multiplicity: 4
Lowest unoccupied orbital energy (spin up / spin down) in eV: 0.464 / 0.422
HOMO level (spin up / spin down) in eV: -7.284 / -8.107
Total charge: 0



No. 2
C16H31BBeBr3Cl3F6KMgO7P | ωB97M-V/def2-TZVPD

Structure (XYZ):
```
71
C16H31BBeBr3Cl3F6KMgO7P ωB97M-V/def2-TZVPD
H 6.57025 3.67300 -0.08117
H 0.31819 2.93296 -0.92400
B 0.99766 -0.60820 -0.76736
H -3.53146 4.15023 0.16145
H 1.10261 1.97287 -2.13727
C 4.55202 1.72740 -1.33954
C -5.48119 3.96492 1.12403
C -0.28919 -1.51434 1.27525
H 6.71020 1.70419 -1.58345
O 4.54581 1.80536 -0.04541
C -1.33854 -5.97546 2.39919
K -1.37344 -4.48043 4.65658
F -0.25072 -5.90806 -2.94109
H -5.38936 3.76769 2.18711
C 5.73537 1.86489 0.77636
H 5.77494 1.28602 -3.00202
H -1.19229 -0.82460 -0.48830
Br -1.54812 2.52237 -3.29619
O 3.47494 1.54448 -1.90901
C -1.27730 -0.50728 1.88624
Cl -3.61559 3.09876 -5.31172
Be 1.85966 0.42405 -1.78847
H -0.36864 -2.32021 -0.73531
Cl 0.02794 -5.24093 1.55984
C -6.28095 5.63384 -0.17398
Br -1.62177 -7.94621 -2.49234
H -1.00888 -6.95969 2.74025
C 5.80406 1.93741 -2.13250
C -4.32542 4.77033 0.56652
H -1.54908 -5.36896 3.25429
Mg -5.59288 3.46350 -4.29564
H 5.49745 3.93879 1.27967
H 0.95122 -0.71535 -2.13937
Cl -3.23128 -4.50894 1.15614
H 1.99899 -1.22074 -0.42786
H -2.33901 -6.63495 0.59830
H 0.71437 -1.35240 1.63428
H -3.90003 5.45702 1.29765
H -1.69659 1.84288 -0.92816
C -2.55978 -6.11639 1.53151
H 0.70746 1.14372 0.71839
O -6.60401 4.81986 0.85406
H 6.48123 1.15854 0.41528
O -7.04422 6.33722 -0.74499
H -1.80120 0.07618 1.15441
H 5.41983 1.51170 1.75317
H -3.33119 -6.67552 2.05974
F 1.51521 -4.88232 -3.89084
O -4.96108 5.53649 -0.47460
Br -2.16725 1.48733 4.53831
O -0.20996 1.45366 2.61694
H 5.83720 2.97402 -2.46593
C 6.26668 3.27549 0.88719
F -0.72641 -4.18643 -1.77360
C -1.00451 1.54843 -1.68658
C 0.39100 1.92881 -1.30990
H -2.03328 -1.05570 2.42360
P 0.72596 -4.62151 -2.46078
O -0.30871 -0.31898 4.00912
C -0.28848 -1.36763 -0.26564
F 1.40898 -3.82243 -1.14733
H -0.61896 -2.51541 1.47481
C -0.59016 0.35153 2.87301
H 0.14709 0.26099 4.62126
H -1.12815 0.51746 -1.94261
C 1.05944 1.02398 -0.29458
H -5.62535 3.01875 0.59989
H 7.12667 3.30126 1.55322
F 1.71079 -5.81225 -1.85707
F 0.67535 -3.07633 -3.13017
H 2.09583 1.32929 -0.25229
```

Electronic energy in eV: -327560.8008
Lowest unoccupied orbital energy in eV: -4.457
HOMO level in eV: -5.625
Total charge: 0



No. 3
C16H31BBr4F7KMg2N3O20S5 | ωB97M-V/def2-TZVPD

Structure (XYZ):
```
90
C16H31BBr4F7KMg2N3O20S5 ωB97M-V/def2-TZVPD
C 0.74939 2.87757 1.08741
F -0.66891 7.53709 1.98800
O 0.99691 3.62904 -1.37686
H -0.54553 -6.65096 -0.92034
H -4.12311 7.15436 1.66523
H -4.89607 1.53981 -7.96770
O 5.67910 -5.95347 -1.21147
F 0.92565 3.24028 2.36221
S -2.90289 1.41965 -4.89971
O -0.50470 -5.68227 -0.75700
O 2.82363 -1.67571 -1.66609
H -6.16908 9.83660 3.39692
H 1.17779 -9.82118 5.59909
H 3.29049 -4.97807 -1.49821
H 1.85319 -6.42976 0.97230
K -8.17063 -0.24827 -11.40466
S 0.35701 6.70749 -0.29937
H -3.46350 0.75068 -2.69931
O 1.52850 7.48873 -0.03962
F -2.14072 6.85806 0.56576
O -0.12677 6.73188 -1.65004
H -1.07681 -0.83898 -3.70324
H -5.80740 10.55626 4.95382
H 0.41129 1.09378 -3.52445
H 5.28163 -5.69018 -2.04948
F 1.43842 1.73926 0.89251
H -3.52618 11.15273 4.19917
F -0.55297 2.57886 0.94768
F 1.84876 -1.13630 0.43404
O 0.85912 -6.53512 1.00101
C -3.75001 7.96100 3.59069
C -1.45197 0.02540 -3.14978
H 1.92021 -10.26866 7.16270
O -3.65122 9.14356 4.23352
C -4.59093 7.86362 2.33864
H 5.58285 -5.65706 1.79589
Br -4.29014 3.45170 -9.40609
H -0.73954 0.92444 -5.69862
O 3.49202 -9.81098 4.43019
H -4.68891 8.79803 1.79045
F -1.17089 8.77265 0.29556
Mg 0.01633 -8.22444 -1.85951
Br -6.99462 2.84424 -7.83620
S 5.29682 -6.60964 4.34019
O 3.09648 -3.85914 0.21086
C 5.64736 -4.94517 0.97242
H 4.17729 -6.29135 0.15544
O 3.78409 -11.24154 6.01234
S 1.28476 4.18522 -0.08409
C -1.12949 1.62683 -4.96134
H -0.88907 2.64717 -5.25128
O -3.22543 6.99639 4.06385
O 5.92048 -7.90723 4.56361
H -3.80419 10.45259 2.62340
H -3.43030 -0.64007 -3.81114
H -0.88544 2.09017 -2.86886
O -3.34812 0.73556 -6.10402
C 0.79863 -3.97912 0.62894
O 4.36829 -6.29220 5.41991
H -5.87424 11.57720 3.50616
Mg 5.65669 -2.75964 2.45940
H 6.69470 -4.77795 0.73699
H 1.17728 -4.03978 1.64723
C -5.57125 10.60268 3.89064
N 3.20613 -10.31305 5.50246
B 0.35732 -5.46132 0.25174
H 4.47445 -3.70108 -1.39084
N 1.84161 -3.57407 -0.32794
C 3.93049 -4.43834 -0.80066
H -5.58146 7.50049 2.61120
N 0.29218 5.29705 0.42934
O -3.50280 2.65861 -4.48373
O 2.67356 4.38932 0.20827
C -0.96823 7.50895 0.68597
O 0.49041 -1.80511 -1.47034
H 2.28514 -8.68117 6.42537
C -2.92222 0.27436 -3.51428
C 2.05213 -9.72475 6.23557
C 4.83411 -5.48947 -0.18074
C -4.08794 10.38184 3.67448
H -0.07829 -3.34391 0.57522
Br 2.36041 -7.96724 2.02525
Br -5.97856 0.83727 -10.09870
H -1.33907 -0.19125 -2.09108
C -0.66163 1.27103 -3.55490
H 5.11021 -4.01770 1.29999
S 1.73131 -1.98641 -0.85204
C -5.45516 2.10162 -8.71033
O 6.38365 -5.58817 4.27392
O 4.57812 -6.58380 3.04105
```

Electronic energy in eV: -443750.8569
Lowest unoccupied orbital energy in eV: -7.643
HOMO level in eV: -9.168
Total charge: +1



No. 4
C16H31Br4NO8 | ωB97M-V/def2-TZVPD

Structure (XYZ):
```
60
C16H31Br4NO8 ωB97M-V/def2-TZVPD
C 31.91219 19.86279 13.57263
C 33.57245 25.62931 12.10812
H 33.60334 16.89938 8.97552
H 39.21996 27.67835 13.21718
C 30.06612 21.03297 14.04011
C 30.35819 20.51369 7.37621
H 38.69766 30.16422 11.46341
H 32.09960 26.80843 10.92051
C 38.83465 28.13097 12.30352
H 33.28964 26.25246 12.95654
H 31.29227 23.28112 8.14628
H 35.66086 22.49092 9.30886
H 33.29963 21.98859 8.61104
Br 35.48379 25.97711 11.83030
C 33.43542 19.09982 9.32025
O 35.24061 21.91032 11.31781
O 30.33252 19.28402 7.36632
H 35.62447 15.50944 9.66413
C 38.76456 29.68909 12.44212
C 31.19003 22.02217 13.87844
H 30.96120 22.82025 5.85033
C 30.45947 22.59947 7.97334
O 35.02706 17.41220 10.36739
H 33.59165 24.57453 12.38228
Br 31.53615 24.34263 10.61377
H 34.88167 17.89640 8.40471
Br 40.43649 30.29650 13.35755
H 34.56422 23.45058 10.28993
H 37.13161 22.73753 11.08222
H 33.32524 26.07758 9.94643
H 32.85822 19.08058 10.24468
C 30.14374 22.63546 6.54727
H 29.58420 22.93323 8.53067
O 30.62979 19.83631 13.82949
H 30.98485 22.69925 13.04924
H 29.23807 23.16919 6.25916
O 32.30877 21.19978 13.68194
O 29.93490 21.26339 6.34729
H 34.99216 20.08015 10.09891
O 30.72876 21.30815 8.33311
H 36.85251 21.82561 12.60515
H 37.82149 27.83093 12.03598
C 33.74940 21.55677 9.50510
H 36.62758 16.37022 10.94710
H 32.98975 21.38972 10.26872
C 34.86073 22.43031 10.04656
H 29.22379 21.21362 13.37231
N 34.34177 20.20268 9.33597
H 36.14514 23.41099 12.33918
H 31.39909 22.60888 14.77295
H 32.71563 19.13853 8.50263
H 37.92608 29.92408 13.09774
C 36.40508 22.47214 11.85022
C 35.99274 16.45378 10.06501
Br 40.14125 27.69871 10.85596
C 34.21278 17.75901 9.25430
C 32.73900 25.92824 10.85314
H 36.60549 16.98252 9.33489
H 29.77837 21.12572 15.08734
O 32.59054 18.89825 13.33063
```

<S²>: 0.7529
Electronic energy in eV: -315131.8803
Spin multiplicity: 2
Lowest unoccupied orbital energy (spin up / spin down) in eV: 2.161 / 2.157
HOMO level (spin up / spin down) in eV: -0.406 / -5.738
Total charge: -1